ORCA calculation (the ωB97M-V functional and the def2-TZVPD basis) on a cluster of 13 separate species, C32H98N8O13 in total.

Summary:
- energy relative to the best compared isomer or geometry (same formula, charge and spin) (kJ/mol) = 115.90
- spin multiplicity = 1
- HOMO (eV) = -8.31
- F_max (eV/A) = 3.24
- orbital gap (eV) = 8.9

Cartesian coordinates (Å):
O (-1.666, -15.232, 18.122)
H (-2.584, -15.470, 18.097)
H (-1.211, -16.105, 18.134)
O (-1.151, -12.057, 18.509)
H (-1.046, -12.411, 19.389)
H (-1.504, -12.866, 18.064)
O (-0.723, -11.673, 21.369)
H (-1.320, -11.471, 22.090)
H (0.054, -11.120, 21.529)
O (3.548, -11.339, 19.587)
H (3.510, -11.367, 18.591)
H (2.941, -12.064, 19.866)
O (0.933, -9.614, 20.587)
H (1.830, -9.882, 20.268)
H (0.338, -9.629, 19.822)
C (0.349, -18.140, 14.840)
C (-0.539, -17.537, 15.862)
C (-2.000, -18.064, 15.597)
O (-2.480, -18.122, 14.276)
C (-3.186, -16.984, 13.780)
N (-0.236, -17.763, 17.225)
H (0.029, -17.946, 13.827)
H (0.511, -19.245, 14.850)
H (1.303, -17.634, 14.825)
H (-0.650, -16.467, 15.732)
H (-2.650, -17.498, 16.218)
H (-2.112, -19.082, 15.964)
H (-2.534, -16.169, 13.474)
H (-3.730, -16.638, 14.639)
H (-3.845, -17.282, 12.962)
H (-0.256, -18.754, 17.514)
H (0.617, -17.367, 17.645)
C (-2.926, -13.985, 22.478)
C (-2.485, -13.541, 23.895)
C (-0.993, -13.941, 24.044)
O (-0.809, -15.289, 24.220)
C (0.428, -15.688, 24.679)
N (-2.397, -12.057, 24.011)
H (-2.888, -15.092, 22.496)
H (-2.193, -13.581, 21.778)
H (-3.956, -13.650, 22.314)
H (-3.030, -14.005, 24.704)
H (-0.569, -13.320, 24.816)
H (-0.503, -13.440, 23.159)
H (0.510, -16.765, 24.602)
H (0.525, -15.481, 25.725)
H (1.316, -15.344, 24.139)
H (-2.532, -11.840, 25.001)
H (-3.095, -11.671, 23.424)
C (4.025, -14.388, 13.201)
C (4.338, -15.042, 14.534)
C (5.852, -15.389, 14.596)
O (6.227, -16.045, 15.791)
C (5.701, -17.393, 15.877)
N (4.155, -14.121, 15.612)
H (2.968, -14.146, 13.176)
H (4.301, -15.081, 12.388)
H (4.649, -13.483, 13.097)
H (3.690, -15.941, 14.620)
H (6.370, -14.426, 14.589)
H (6.065, -16.025, 13.772)
H (4.694, -17.363, 16.260)
H (6.339, -17.896, 16.569)
H (5.748, -17.870, 14.877)
H (3.311, -13.575, 15.503)
H (4.311, -14.466, 16.562)
C (1.868, -18.292, 22.092)
C (1.358, -19.670, 21.980)
C (2.006, -20.459, 20.912)
O (1.820, -19.944, 19.589)
C (2.170, -20.812, 18.563)
N (1.376, -20.363, 23.244)
H (2.926, -18.276, 22.513)
H (1.201, -17.557, 22.606)
H (1.972, -17.832, 21.130)
H (0.334, -19.609, 21.735)
H (1.663, -21.501, 20.944)
H (3.070, -20.519, 21.174)
H (1.932, -20.286, 17.638)
H (1.517, -21.699, 18.591)
H (3.210, -21.024, 18.507)
H (2.335, -20.580, 23.560)
H (0.918, -21.244, 23.167)
C (-1.693, -20.915, 24.779)
C (-2.073, -20.761, 23.283)
C (-1.888, -19.296, 23.038)
O (-2.153, -18.959, 21.708)
C (-2.116, -17.597, 21.459)
N (-1.181, -21.650, 22.412)
H (-2.248, -20.314, 25.449)
H (-0.628, -20.751, 24.805)
H (-1.802, -21.995, 24.992)
H (-3.116, -21.013, 23.107)
H (-0.853, -19.070, 23.276)
H (-2.518, -18.719, 23.705)
H (-2.707, -16.983, 22.127)
H (-2.501, -17.495, 20.439)
H (-1.097, -17.202, 21.487)
H (-1.510, -22.609, 22.292)
H (-1.340, -21.282, 21.461)
C (7.476, -14.908, 18.901)
C (6.087, -14.597, 19.532)
C (6.021, -15.048, 20.917)
O (4.806, -14.979, 21.586)
C (5.093, -14.929, 22.995)
N (5.889, -13.154, 19.456)
H (7.624, -15.987, 18.871)
H (8.236, -14.461, 19.581)
H (7.608, -14.393, 17.913)
H (5.419, -15.186, 18.948)
H (6.807, -14.452, 21.454)
H (6.300, -16.103, 20.892)
H (5.787, -15.670, 23.382)
H (4.132, -15.030, 23.471)
H (5.431, -13.929, 23.280)
H (5.011, -12.918, 19.811)
H (6.187, -12.756, 18.561)
C (0.510, -15.520, 20.959)
C (1.720, -14.847, 20.380)
C (1.861, -15.246, 18.932)
O (2.041, -16.633, 18.775)
C (3.306, -17.118, 18.909)
N (1.678, -13.333, 20.471)
H (-0.379, -15.061, 20.482)
H (0.380, -15.373, 22.030)
H (0.471, -16.593, 20.743)
H (2.634, -15.182, 20.890)
H (2.787, -14.737, 18.501)
H (0.956, -15.003, 18.440)
H (3.737, -16.983, 19.984)
H (3.965, -16.721, 18.114)
H (3.257, -18.237, 18.826)
H (0.749, -12.968, 20.441)
H (1.971, -13.090, 21.406)
C (7.301, -9.738, 17.207)
C (6.032, -10.545, 17.242)
C (4.855, -9.650, 16.781)
O (3.693, -10.477, 16.703)
C (2.476, -9.718, 16.803)
N (6.162, -11.737, 16.372)
H (8.224, -10.226, 17.611)
H (7.135, -8.804, 17.799)
H (7.702, -9.460, 16.224)
H (5.879, -10.915, 18.287)
H (5.006, -9.308, 15.698)
H (4.715, -8.866, 17.526)
H (1.668, -10.341, 16.513)
H (2.585, -8.876, 16.133)
H (2.332, -9.307, 17.858)
H (5.340, -12.356, 16.158)
H (6.598, -11.442, 15.509)

=====

ORCA calculation (the ωB97M-V functional and the def2-TZVPD basis) on a structure of composition C33H16KN8S.

Summary:
- energy relative to the best compared isomer or geometry (same formula, charge and spin) (kJ/mol) = 100.36
- spin multiplicity = 2
- total charge = -2
- HOMO (alpha / beta) (eV) = 0.49 / -0.19
- F_max (eV/A) = 0.72
- orbital gap (alpha / beta) (eV) = 2.6 / 3.3

Cartesian coordinates (Å):
K (-1.059, -0.796, 0.668)
C (-3.188, 5.709, 1.047)
C (-3.699, 5.484, -0.233)
C (-3.344, 4.349, -0.954)
C (-2.474, 3.445, -0.368)
C (-1.901, 2.145, -0.823)
N (-1.126, 1.669, 0.162)
C (-1.083, 2.511, 1.227)
N (-0.421, 2.407, 2.352)
C (0.453, 1.394, 2.662)
C (1.158, 1.276, 3.912)
C (1.183, 2.028, 5.093)
C (1.985, 1.616, 6.136)
C (2.776, 0.450, 6.024)
C (2.763, -0.304, 4.869)
C (1.956, 0.100, 3.800)
C (1.691, -0.431, 2.487)
N (2.267, -1.565, 1.973)
C (2.023, -2.065, 0.787)
N (1.151, -1.651, -0.168)
C (1.200, -2.425, -1.262)
N (0.534, -2.324, -2.399)
C (-0.345, -1.323, -2.689)
N (-0.827, -0.385, -1.848)
C (-1.584, 0.507, -2.513)
N (-2.152, 1.646, -2.020)
C (-1.667, 0.102, -3.901)
C (-2.332, 0.609, -5.018)
C (-2.213, -0.051, -6.226)
C (-1.425, -1.216, -6.338)
C (-0.755, -1.723, -5.242)
C (-0.873, -1.071, -4.014)
C (2.208, -3.496, -1.021)
C (2.652, -4.564, -1.783)
C (3.616, -5.406, -1.240)
C (4.127, -5.180, 0.040)
C (3.683, -4.105, 0.804)
C (2.720, -3.270, 0.262)
N (0.808, 0.372, 1.865)
C (-1.963, 3.671, 0.914)
C (-2.311, 4.802, 1.633)
H (-3.480, 6.602, 1.590)
H (-4.380, 6.209, -0.666)
H (-3.729, 4.164, -1.949)
H (0.574, 2.922, 5.168)
H (2.017, 2.189, 7.057)
H (3.398, 0.151, 6.861)
H (3.367, -1.200, 4.773)
H (-2.929, 1.509, -4.924)
H (-2.727, 0.328, -7.104)
H (-1.347, -1.713, -7.299)
H (-0.141, -2.614, -5.319)
H (2.249, -4.726, -2.776)
H (3.982, -6.251, -1.815)
H (4.879, -5.851, 0.441)
H (4.068, -3.911, 1.798)
H (-1.900, 4.958, 2.623)
S (-4.661, -3.216, 1.151)
C (-3.450, -2.491, 1.735)

=====

ORCA calculation (the ωB97M-V functional and the def2-TZVPD basis) on a structure of composition C33H17Br2F15GeIrN4O3S2.

Summary:
- energy relative to the best compared isomer or geometry (same formula, charge and spin) (kJ/mol) = 0.00
- spin multiplicity = 1
- total charge = +1
- HOMO (eV) = -10.45
- F_max (eV/A) = 1.02
- orbital gap (eV) = 6.7

Cartesian coordinates (Å):
Ir (0.002, 1.815, 0.193)
Br (0.583, 0.765, 5.103)
C (1.882, 1.042, 3.783)
C (3.247, 1.051, 4.140)
C (4.223, 1.280, 3.214)
Br (6.033, 1.252, 3.743)
C (3.885, 1.550, 1.864)
C (4.789, 1.776, 0.808)
C (4.315, 1.987, -0.460)
C (2.935, 2.006, -0.691)
N (2.063, 1.845, 0.287)
C (2.515, 1.571, 1.546)
C (1.498, 1.268, 2.480)
O (0.235, 1.237, 2.065)
H (3.513, 0.863, 5.171)
H (5.853, 1.759, 1.003)
H (4.989, 2.127, -1.292)
H (2.529, 2.130, -1.685)
C (0.513, 5.259, -0.180)
S (0.678, 4.310, -1.692)
C (-0.322, 5.333, -2.757)
O (-0.213, 3.074, -1.510)
H (-0.541, 5.309, 0.094)
H (0.920, 6.255, -0.351)
H (1.091, 4.760, 0.596)
H (0.125, 6.325, -2.795)
H (-1.334, 5.370, -2.357)
H (-0.313, 4.886, -3.749)
F (1.628, -2.553, 2.121)
C (0.347, -2.211, 2.313)
C (-0.455, -1.852, 1.243)
C (-1.762, -1.510, 1.540)
F (-2.597, -1.159, 0.542)
C (-2.270, -1.526, 2.820)
F (-3.539, -1.203, 3.051)
C (-1.442, -1.894, 3.866)
F (-1.905, -1.907, 5.105)
C (-0.127, -2.246, 3.612)
F (0.667, -2.614, 4.611)
Ge (0.127, -1.847, -0.617)
S (0.103, 0.214, -1.450)
C (-1.136, -2.803, -1.770)
C (-2.134, -3.651, -1.323)
F (-2.290, -3.885, -0.014)
C (-2.991, -4.304, -2.192)
F (-3.945, -5.106, -1.731)
C (-2.843, -4.120, -3.557)
F (-3.657, -4.737, -4.401)
C (-1.842, -3.293, -4.040)
F (-1.691, -3.123, -5.350)
C (-1.010, -2.657, -3.140)
F (-0.027, -1.883, -3.628)
C (1.877, -2.701, -0.826)
C (3.011, -2.045, -0.378)
F (2.878, -0.862, 0.251)
C (4.283, -2.560, -0.511)
F (5.341, -1.886, -0.064)
C (4.445, -3.799, -1.110)
F (5.655, -4.315, -1.248)
C (3.335, -4.498, -1.555)
F (3.487, -5.690, -2.119)
C (2.074, -3.945, -1.404)
F (1.038, -4.672, -1.838)
C (-5.357, 1.021, -1.056)
N (-4.215, 1.303, -0.211)
C (-4.249, 1.377, 1.232)
C (-2.800, 1.696, 1.563)
O (-2.373, 1.901, 2.661)
N (-2.079, 1.738, 0.357)
C (-2.974, 1.540, -0.640)
N (-2.703, 1.604, -1.937)
H (-6.176, 0.687, -0.425)
H (-5.134, 0.215, -1.757)
H (-5.684, 1.906, -1.605)
H (-4.543, 0.434, 1.694)
H (-4.899, 2.177, 1.590)
H (-1.749, 1.718, -2.238)
H (-3.390, 1.324, -2.613)

=====

ORCA calculation (the ωB97M-V functional and the def2-TZVPD basis) on a structure of composition C33H19CaF22GeN3OPSSi.

Summary:
- energy relative to the best compared isomer or geometry (same formula, charge and spin) (kJ/mol) = 34.73
- spin multiplicity = 2
- HOMO (alpha / beta) (eV) = -8.43 / -8.41
- F_max (eV/A) = 2.31
- orbital gap (alpha / beta) (eV) = 7.7 / 5.4

Cartesian coordinates (Å):
Ca (-0.032, 0.358, -0.211)
C (1.943, 2.108, 2.393)
Si (0.752, 0.948, 3.282)
C (1.866, 0.008, 4.496)
C (-0.612, 1.914, 4.155)
N (0.028, -0.165, 2.113)
C (-0.810, -1.140, 2.462)
C (-1.211, -1.463, 3.795)
C (-2.101, -2.474, 4.059)
C (-2.665, -3.221, 3.022)
C (-2.288, -2.971, 1.704)
C (-1.381, -1.981, 1.463)
F (-0.993, -1.757, 0.179)
H (2.183, 2.934, 3.067)
H (1.519, 2.549, 1.493)
H (2.883, 1.616, 2.138)
H (2.339, 0.730, 5.164)
H (2.660, -0.513, 3.957)
H (1.341, -0.723, 5.112)
H (-0.210, 2.819, 4.613)
H (-1.118, 1.339, 4.934)
H (-1.351, 2.219, 3.415)
H (-0.805, -0.883, 4.611)
H (-2.368, -2.693, 5.084)
H (-3.400, -3.984, 3.235)
H (-2.688, -3.538, 0.874)
F (0.294, -0.786, -2.069)
P (-0.635, 0.316, -2.915)
F (0.440, 0.345, -4.072)
F (-1.660, 0.304, -1.595)
F (-1.532, 1.434, -3.583)
F (0.231, 1.479, -2.091)
F (-1.453, -0.867, -3.562)
F (-0.782, 4.386, -2.267)
C (-2.031, 4.300, -2.730)
C (-3.050, 4.008, -1.838)
C (-4.333, 3.912, -2.347)
F (-5.356, 3.591, -1.543)
C (-4.604, 4.139, -3.684)
F (-5.851, 4.061, -4.152)
C (-3.566, 4.461, -4.542)
F (-3.821, 4.705, -5.822)
C (-2.265, 4.528, -4.070)
F (-1.271, 4.819, -4.907)
Ge (-2.575, 3.871, 0.084)
S (-0.936, 2.661, 0.711)
C (-2.036, 5.694, 0.722)
C (-1.837, 5.826, 2.088)
F (-2.182, 4.812, 2.899)
C (-1.311, 6.965, 2.664)
F (-1.145, 7.056, 3.986)
C (-0.952, 8.024, 1.846)
F (-0.410, 9.118, 2.372)
C (-1.166, 7.943, 0.482)
F (-0.856, 8.981, -0.297)
C (-1.702, 6.785, -0.058)
F (-1.915, 6.756, -1.381)
C (-4.262, 3.504, 1.083)
C (-5.163, 4.521, 1.344)
F (-4.945, 5.740, 0.830)
C (-6.302, 4.325, 2.102)
F (-7.153, 5.323, 2.337)
C (-6.553, 3.066, 2.623)
F (-7.638, 2.858, 3.363)
C (-5.679, 2.023, 2.370)
F (-5.929, 0.811, 2.876)
C (-4.554, 2.254, 1.599)
F (-3.736, 1.222, 1.346)
N (7.313, -0.210, -1.114)
C (6.606, -0.277, 0.040)
O (7.116, -0.424, 1.131)
C (5.113, -0.147, -0.107)
C (4.296, -0.845, 0.773)
C (2.927, -0.700, 0.667)
N (2.344, 0.110, -0.224)
C (3.132, 0.794, -1.053)
C (4.513, 0.690, -1.038)
H (8.315, -0.275, -1.064)
H (6.878, -0.201, -2.018)
H (4.742, -1.479, 1.527)
H (2.262, -1.237, 1.333)
H (2.644, 1.460, -1.755)
H (5.106, 1.274, -1.728)

=====

ORCA calculation (the ωB97M-V functional and the def2-TZVPD basis) on a structure of composition C33H20F5N2PRuSSe2.

Summary:
- energy relative to the best compared isomer or geometry (same formula, charge and spin) (kJ/mol) = 72.53
- spin multiplicity = 6
- total charge = -1
- HOMO (alpha / beta) (eV) = -4.65 / -4.97
- F_max (eV/A) = 0.74
- orbital gap (alpha / beta) (eV) = 7.0 / 5.6

Cartesian coordinates (Å):
Ru (0.132, -0.832, -0.418)
F (-1.774, -0.626, 4.712)
C (-0.729, -0.448, 3.871)
C (-0.908, -0.653, 2.521)
C (0.162, -0.463, 1.654)
C (1.419, -0.074, 2.172)
C (1.525, 0.114, 3.547)
F (2.702, 0.494, 4.114)
C (0.476, -0.061, 4.424)
C (2.515, 0.157, 1.214)
C (3.813, 0.563, 1.537)
C (4.730, 0.783, 0.527)
C (4.366, 0.594, -0.797)
C (3.077, 0.172, -1.050)
N (2.189, -0.039, -0.080)
H (-1.879, -0.948, 2.145)
H (0.599, 0.096, 5.484)
H (4.090, 0.709, 2.566)
H (5.732, 1.103, 0.781)
H (5.053, 0.761, -1.614)
H (2.716, -0.008, -2.054)
Se (0.192, -1.102, -2.785)
P (-0.198, 1.934, -1.590)
Se (-0.170, 2.633, 0.418)
C (1.076, 2.777, -2.590)
C (1.344, 2.310, -3.879)
C (2.357, 2.878, -4.633)
C (3.126, 3.906, -4.106)
C (2.874, 4.363, -2.820)
C (1.857, 3.801, -2.066)
C (-1.805, 2.274, -2.386)
C (-2.110, 1.682, -3.610)
C (-3.343, 1.896, -4.204)
C (-4.294, 2.684, -3.573)
C (-4.007, 3.252, -2.340)
C (-2.770, 3.048, -1.751)
H (0.784, 1.480, -4.283)
H (2.556, 2.503, -5.628)
H (3.923, 4.344, -4.692)
H (3.472, 5.161, -2.399)
H (1.665, 4.149, -1.059)
H (-1.403, 1.017, -4.084)
H (-3.568, 1.424, -5.151)
H (-5.264, 2.836, -4.027)
H (-4.751, 3.847, -1.828)
H (-2.552, 3.475, -0.780)
S (0.966, -5.579, -0.212)
C (1.004, -3.954, -0.064)
N (1.059, -2.791, 0.076)
F (-9.295, 0.644, -1.138)
C (-8.358, 1.624, -1.100)
F (-8.719, 2.467, -0.111)
F (-8.487, 2.308, -2.265)
C (-6.975, 1.077, -0.922)
C (-6.208, 1.411, 0.184)
C (-4.929, 0.896, 0.312)
C (-4.402, 0.044, -0.662)
C (-5.195, -0.290, -1.768)
C (-6.470, 0.221, -1.896)
C (-3.057, -0.418, -0.568)
C (-1.876, -0.699, -0.487)
H (-6.601, 2.076, 0.940)
H (-4.314, 1.161, 1.162)
H (-4.784, -0.944, -2.524)
H (-7.072, -0.037, -2.758)